Model i:
ORCA calculation (wB97M-V/def2-TZVPD) on 2 unconnected molecules or ions with the total composition C3H7IN3.

Geometry as XYZ:
```
14
Properties=species:S:1:pos:R:3:nbo_charge:R:1
C -1.556 -0.763 0.370 0.52
C -0.137 0.963 0.102 0.40
C -0.877 -1.970 0.781 -0.72
N -2.463 -0.041 0.037 -0.61
N -0.751 2.034 -0.216 -0.75
N 1.169 0.799 0.157 -0.76
I -4.522 -0.100 -0.105 0.45
H -1.194 -2.225 1.743 0.28
H 0.242 -1.694 0.718 0.25
H -1.053 -2.785 -0.090 0.30
H -1.823 2.087 -0.111 0.43
H -0.420 2.884 -0.482 0.40
H 1.475 -0.074 0.510 0.41
H 1.718 1.552 -0.160 0.40
```

The calculation puts the HOMO-LUMO gap at 0.292 Ha. The value obtained for the HOMO energy is -12.875 eV. The LUMO energy comes out at -4.92 eV. As for the charge: +1. The spin multiplicity is 1.


Model ii:
ORCA calculation (wB97M-V/def2-TZVPD) on a gas-phase ion, C3H7IN3 (charge +1).

Geometry as XYZ:
```
14
Properties=species:S:1:pos:R:3:nbo_charge:R:1
C -1.441 0.125 1.412 -0.44
N -0.399 -0.063 0.358 -0.24
C -0.617 -0.848 -0.870 -0.03
N -0.144 0.625 -0.985 -0.20
C 1.213 0.826 -1.186 0.20
N 1.984 0.107 -0.530 -0.67
I 3.971 -0.128 -0.155 0.47
H -2.334 0.560 1.075 0.25
H -1.805 -0.893 1.817 0.26
H -0.973 0.885 2.124 0.25
H 0.405 -0.358 0.804 0.44
H -1.521 -0.987 -1.274 0.23
H 0.180 -1.616 -0.917 0.24
H 1.480 1.765 -1.673 0.22
```

The calculation puts the HOMO-LUMO gap at 0.326 Ha. The value obtained for the HOMO energy is -13.118 eV. The LUMO energy comes out at -4.23 eV. As for the charge: +1. The structure (SMILES) is C[N@H+]1CN1/C=N/I. The spin multiplicity is 1.


Here are the energies relative to the best structure, in hartree: model i 0.0000; model ii 0.0548.